Entry 1:
# CH7NOS2

A cluster of 2 separate species, CH7NOS2 in total (ωB97M-V with the def2-TZVPD basis set, the Open Molecules 2025 dataset).

ΔE to the lowest compared entry with this formula, charge and spin (eV): 0.386
HOMO (spin up / spin down) (eV): -13.4 / -13.3
HOMO-LUMO gap (spin up / spin down) (Eh): 0.2932 / 0.1681

ORCA input file:
```
! wB97M-V def2-TZVPD RIJCOSX def2/J DEFGRID3
* xyz 1 2
S -2.46 1.17 0.09
S -3.10 -0.26 1.43
H -1.24 1.22 0.67
H -3.73 -1.07 0.55
N 1.83 -0.83 0.00
C 1.24 0.37 -0.40
O 0.15 0.22 -1.33
H 2.83 -0.81 0.13
H 1.44 -1.36 0.77
H 0.89 1.10 0.37
H 2.00 1.00 -0.86
H 0.15 -0.75 -1.42
*
```

Atomic partial charges in e from the Löwdin method, atoms 1 to 4: 0.63 0.55 -0.14 -0.11



Entry 2:
# C33H40Cl2GeN7O5W

A structure of composition C33H40Cl2GeN7O5W (ωB97M-V with the def2-TZVPD basis set, the Open Molecules 2025 dataset).

ΔE to the lowest compared entry with this formula, charge and spin (eV): 0.062
HOMO (spin up / spin down) (eV): -12.9 / -12.9
HOMO-LUMO gap (spin up / spin down) (Eh): 0.2133 / 0.2232

ORCA input file:
```
! wB97M-V def2-TZVPD RIJCOSX def2/J DEFGRID3
* xyz 2 2
W 0.09 0.82 0.96
Cl -1.76 0.74 -5.77
C -0.87 0.55 -4.31
C -1.46 0.93 -3.12
C -0.76 0.79 -1.93
N -1.20 1.06 -0.62
C -2.46 1.61 -0.42
O -3.24 1.97 -1.26
C -2.79 1.74 1.03
C -4.07 2.09 1.43
C -4.32 2.19 2.79
C -3.28 1.96 3.68
C -2.03 1.63 3.20
N -1.79 1.52 1.88
C 0.54 0.28 -1.95
C 1.13 -0.12 -3.14
C 0.42 0.02 -4.32
Cl 1.17 -0.47 -5.79
N 1.10 0.18 -0.65
C 2.46 -0.14 -0.53
O 3.30 -0.09 -1.39
C 2.78 -0.58 0.86
C 3.94 -1.22 1.20
C 4.10 -1.63 2.52
C 3.09 -1.37 3.43
C 1.95 -0.71 3.01
N 1.80 -0.31 1.74
H -2.47 1.32 -3.14
H -4.82 2.25 0.68
H -5.31 2.45 3.15
H -3.44 2.03 4.75
H -1.21 1.45 3.86
H 2.12 -0.53 -3.18
H 4.69 -1.40 0.44
H 4.99 -2.16 2.83
H 3.15 -1.70 4.46
H 1.13 -0.51 3.68
C 2.67 3.29 -2.12
O 1.39 3.93 -2.12
C 0.59 3.72 -1.08
O 0.90 3.02 -0.11
N -0.57 4.37 -1.25
N -1.56 4.37 -0.26
H 3.15 3.63 -3.03
H 2.56 2.21 -2.13
H 3.25 3.61 -1.25
H -0.67 4.94 -2.07
H -2.45 4.16 -0.69
H -1.61 5.29 0.17
O 0.64 1.94 2.57
N 1.88 2.31 2.97
C 2.84 2.61 2.08
C 4.08 2.99 2.53
C 4.32 3.09 3.90
C 3.30 2.79 4.79
C 2.07 2.40 4.30
H 2.55 2.56 1.04
H 4.85 3.23 1.81
H 5.29 3.40 4.26
H 3.43 2.87 5.86
H 1.22 2.16 4.91
C 0.23 -4.80 4.87
C 0.05 -3.40 4.30
C -1.39 -3.11 3.91
C -1.59 -1.70 3.33
Ge -0.98 -1.53 1.45
C -2.53 -1.77 0.27
C -3.34 -3.06 0.47
C -2.90 -4.22 -0.43
C -1.46 -4.67 -0.23
H 1.26 -4.99 5.16
H -0.06 -5.56 4.14
H -0.39 -4.94 5.76
H 0.70 -3.28 3.42
H 0.38 -2.65 5.04
H -2.02 -3.22 4.79
H -1.73 -3.86 3.19
H -1.11 -0.97 3.99
H -2.65 -1.44 3.31
H 0.15 -2.55 1.21
H -2.21 -1.67 -0.78
H -3.17 -0.90 0.47
H -4.39 -2.85 0.26
H -3.30 -3.38 1.52
H -3.05 -3.93 -1.47
H -3.57 -5.06 -0.25
H -0.75 -3.91 -0.54
H -1.25 -5.57 -0.81
H -1.26 -4.91 0.82
*
```

Atomic partial charges in e from the Löwdin method, atoms 1 to 4: 1.66 0.74 -0.66 -0.02



Entry 3:
# C9H12N4OS

An isolated molecule of C9H12N4OS (ωB97M-V with the def2-TZVPD basis set, the Open Molecules 2025 dataset).

ΔE to the lowest compared entry with this formula, charge and spin (eV): 3.216
HOMO (eV): -8.7
HOMO-LUMO gap (Eh): 0.2813

ORCA input file:
```
! wB97M-V def2-TZVPD RIJCOSX def2/J DEFGRID3
* xyz 0 1
C 2.46 -0.53 -0.01
C 1.69 0.38 -0.98
C 0.52 -0.37 -1.76
N -0.36 -1.03 -0.84
C -0.19 -2.33 -0.53
O 0.54 -3.13 -1.08
C -1.06 -2.55 0.67
C -1.38 -3.63 1.41
N -2.37 -3.46 2.38
C -2.86 -2.30 2.54
N -2.50 -1.08 1.93
C -1.65 -1.25 0.95
N -1.14 -0.38 0.08
S -2.62 0.84 -0.77
C -2.55 2.16 0.57
H 1.84 -0.69 0.89
H 2.67 -1.31 -0.60
H 3.33 -0.01 0.21
H 2.32 0.70 -1.76
H 1.24 1.25 -0.67
H 0.04 0.21 -2.54
H 1.09 -1.13 -2.36
H -0.90 -4.60 1.16
H -3.49 -2.32 3.39
H -1.64 1.95 1.08
H -3.48 1.92 1.21
H -2.71 3.11 0.01
*
```

Atomic partial charges in e from the Löwdin method, atoms 1 to 4: -0.05 -0.19 -0.13 -0.09



Entry 4:
# C13H22IN3O7Tc

A structure of composition C13H22IN3O7Tc (ωB97M-V with the def2-TZVPD basis set, the Open Molecules 2025 dataset).

ΔE to the lowest compared entry with this formula, charge and spin (eV): 0.000
HOMO (spin up / spin down) (eV): -15.6 / -15.5
HOMO-LUMO gap (spin up / spin down) (Eh): 0.2719 / 0.2542

ORCA input file:
```
! wB97M-V def2-TZVPD RIJCOSX def2/J DEFGRID3
* xyz 2 4
Tc 0.26 -0.23 0.76
O -1.33 1.87 3.93
C -1.31 1.65 2.67
O -0.27 1.18 2.13
C -2.62 1.94 1.98
O -3.56 0.91 2.22
C -3.81 0.07 1.11
C -2.77 -1.03 0.88
O -3.06 -2.20 1.03
O -1.67 -0.57 0.21
H -0.56 1.47 4.40
H -2.45 2.08 0.87
H -3.04 2.91 2.44
H -4.00 0.64 0.13
H -4.74 -0.42 1.36
C -0.88 0.99 -2.31
O -0.14 1.13 -1.11
C 0.48 2.39 -0.99
C 1.94 2.23 -0.60
O 2.15 1.07 0.19
C 3.25 0.83 0.97
H -1.66 0.25 -2.09
H -0.31 0.59 -3.14
H -1.35 1.95 -2.62
H -0.01 2.97 -0.21
H 0.48 2.91 -1.95
H 2.23 3.08 0.02
H 2.64 2.24 -1.42
H 4.13 1.47 0.82
H 3.53 -0.19 0.81
H 2.89 0.87 1.94
I -0.45 -1.68 4.25
C 0.55 -1.39 2.40
H 0.36 -2.36 1.88
H 1.59 -1.37 2.71
N 2.97 -2.26 -3.40
C 1.76 -2.25 -2.63
C 1.61 -1.45 -1.55
N 0.53 -1.58 -0.73
C -0.42 -2.61 -0.96
C -0.20 -3.39 -2.05
N 0.85 -3.18 -2.89
H 3.39 -1.35 -3.40
H 2.74 -2.49 -4.32
H 2.42 -0.72 -1.25
H -1.28 -2.76 -0.23
H -0.85 -4.22 -2.24
*
```

Atomic partial charges in e from the Löwdin method, atoms 1 to 4: 1.71 0.22 -0.42 -0.14



Entry 5:
# C39H45N5OSc

A structure of composition C39H45N5OSc (ωB97M-V with the def2-TZVPD basis set, the Open Molecules 2025 dataset).

HOMO (spin up / spin down) (eV): -1.4 / -1.5
HOMO-LUMO gap (spin up / spin down) (Eh): 0.1345 / 0.1371

ORCA input file:
```
! wB97M-V def2-TZVPD RIJCOSX def2/J DEFGRID3
* xyz -1 1
Sc -0.41 0.35 -0.74
N -1.05 -1.67 -0.30
N 0.15 -2.73 -2.55
C 1.09 2.13 -1.30
C 1.83 0.93 -1.05
C 1.62 0.54 0.31
C 2.27 -0.61 0.99
H 3.23 -0.86 0.50
H 1.64 -1.53 0.95
H 2.46 -0.39 2.05
C 0.76 1.52 0.92
C 0.41 1.52 2.36
H 1.33 1.30 2.96
H -0.35 0.75 2.62
H 0.02 2.51 2.69
C 0.38 2.46 -0.09
C -0.47 3.67 0.10
H -1.49 3.44 0.46
H -0.58 4.22 -0.85
H 0.00 4.37 0.82
C 2.73 0.22 -1.99
H 3.62 -0.16 -1.45
H 3.04 0.88 -2.81
H 2.23 -0.67 -2.43
C 1.10 2.90 -2.56
H 0.38 2.52 -3.31
H 2.11 2.84 -3.02
H 0.85 3.95 -2.36
C -1.97 -1.30 0.69
H -2.32 -0.26 0.69
C -2.46 -2.23 1.59
H -3.36 -2.01 2.20
C -1.72 -3.39 1.88
H -2.01 -4.04 2.73
C -0.63 -3.64 1.05
H 0.07 -4.42 1.39
C -0.55 -3.06 -0.30
C -0.01 -3.58 -1.45
H 0.29 -4.60 -1.64
C -0.20 -1.40 -2.51
C 0.27 -3.13 -3.89
H 0.36 -4.17 -4.10
C -0.14 -2.10 -4.67
H -0.29 -2.08 -5.73
N -0.30 -0.94 -3.88
C -0.23 0.35 -4.56
C 0.80 0.61 -5.51
C 0.76 1.77 -6.29
H 1.56 1.94 -7.02
C -0.31 2.66 -6.22
C -0.35 3.90 -7.09
H -0.36 4.83 -6.50
H -1.26 3.89 -7.71
H 0.52 3.92 -7.77
C -1.33 2.38 -5.31
H -2.18 3.07 -5.23
C -1.35 1.21 -4.55
C -2.57 0.87 -3.76
H -3.11 0.01 -4.18
H -3.23 1.74 -3.77
H -2.38 0.63 -2.71
C 1.96 -0.31 -5.71
H 1.67 -1.28 -6.11
H 2.54 -0.46 -4.79
H 2.64 0.17 -6.43
C 0.69 0.40 6.75
N 0.99 -0.45 5.61
N 0.06 -1.27 5.06
C 0.64 -2.15 4.23
O -1.46 -1.30 -1.66
C 1.97 -1.82 4.23
C 2.20 -0.78 5.15
C 3.44 -0.13 5.61
C -1.31 -1.14 5.31
C -1.96 0.09 5.48
C -3.35 0.10 5.68
C -4.10 -1.07 5.51
C -3.44 -2.29 5.23
C -2.05 -2.32 5.16
H 1.64 0.63 7.25
H 0.02 -0.10 7.46
H 0.24 1.35 6.42
H 2.71 -2.30 3.62
H 3.27 0.93 5.85
H 3.83 -0.64 6.52
H 4.20 -0.21 4.82
H -1.40 1.02 5.46
H -3.84 1.04 5.94
H -5.19 -1.05 5.58
H -4.02 -3.21 5.06
H -1.50 -3.24 4.95
*
```

Atomic partial charges in e from the Löwdin method, atoms 1 to 4: 0.84 -0.16 -0.09 -0.28



Entry 6:
# C26H55BBaF4NO12

A structure of composition C26H55BBaF4NO12 (ωB97M-V with the def2-TZVPD basis set, the Open Molecules 2025 dataset).

ΔE to the lowest compared entry with this formula, charge and spin (eV): 1.257
HOMO (eV): -10.9
HOMO-LUMO gap (Eh): 0.2754

ORCA input file:
```
! wB97M-V def2-TZVPD RIJCOSX def2/J DEFGRID3
* xyz 1 1
Ba 3.11 2.79 1.57
B 0.90 0.88 0.67
F 1.89 0.29 1.49
F 0.01 -0.05 0.20
F 0.25 1.85 1.47
F 1.59 1.58 -0.34
C 3.43 -4.00 0.35
C 3.52 -4.66 1.58
C 2.55 -4.42 2.54
C 1.58 -3.46 2.30
C 1.42 -2.84 1.07
C 2.35 -3.17 0.08
N 0.70 -3.09 3.40
O 0.93 -3.54 4.50
O -0.22 -2.33 3.14
H 4.18 -4.16 -0.41
H 4.34 -5.34 1.78
H 2.53 -5.00 3.45
H 0.74 -2.02 0.92
H 2.37 -2.62 -0.85
C -6.27 4.65 1.09
O -6.94 3.60 0.42
C -6.58 2.32 0.85
C -5.18 1.83 0.48
O -4.18 2.36 1.33
C -2.90 1.91 0.99
H -5.20 4.47 1.14
H -6.69 4.81 2.09
H -6.46 5.57 0.53
H -7.24 1.60 0.35
H -6.69 2.16 1.93
H -4.98 2.11 -0.57
H -5.19 0.74 0.56
H -2.47 2.53 0.19
H -2.92 0.86 0.69
H -2.24 1.99 1.85
C 0.28 4.64 0.24
O 1.71 4.50 0.19
C 2.10 4.62 -1.19
C 3.56 4.48 -1.50
O 4.07 3.25 -1.02
C 5.35 2.91 -1.53
H -0.28 4.13 -0.54
H 0.12 5.71 0.05
H -0.19 4.39 1.19
H 1.69 5.54 -1.61
H 1.64 3.76 -1.70
H 4.22 5.23 -1.04
H 3.77 4.63 -2.57
H 5.26 2.67 -2.60
H 5.70 2.00 -1.04
H 6.07 3.71 -1.37
C 1.22 0.92 4.40
O 2.40 1.63 3.98
C 3.60 0.97 4.38
C 4.17 -0.06 3.43
O 4.43 0.52 2.14
C 5.44 -0.18 1.43
H 1.28 -0.15 4.16
H 0.36 1.29 3.86
H 1.08 1.06 5.47
H 3.49 0.50 5.36
H 4.30 1.80 4.48
H 3.50 -0.89 3.21
H 5.08 -0.48 3.86
H 5.14 -1.20 1.21
H 6.39 -0.16 1.98
H 5.59 0.31 0.46
C -1.50 -2.48 -3.97
O -0.58 -1.41 -4.03
C 0.03 -1.10 -2.80
C 1.15 -0.12 -3.06
O 2.22 -0.63 -3.88
C 1.98 -0.67 -5.27
H -2.16 -2.35 -3.11
H -0.97 -3.44 -3.84
H -2.12 -2.59 -4.86
H 0.45 -2.00 -2.34
H -0.69 -0.61 -2.14
H 1.77 0.12 -2.19
H 0.77 0.80 -3.53
H 1.08 -1.21 -5.53
H 2.81 -1.14 -5.79
H 1.86 0.34 -5.68
C -2.56 -2.97 0.70
O -3.53 -3.41 -0.22
C -4.20 -2.35 -0.84
C -5.17 -2.90 -1.84
O -4.59 -3.55 -2.94
C -4.52 -4.95 -2.79
H -3.00 -2.54 1.60
H -1.87 -2.25 0.23
H -1.90 -3.81 0.92
H -3.44 -1.76 -1.37
H -4.77 -1.68 -0.18
H -5.76 -2.06 -2.22
H -5.92 -3.55 -1.35
H -5.52 -5.41 -2.73
H -3.99 -5.21 -1.87
H -3.98 -5.36 -3.64
*
```

Atomic partial charges in e from the Löwdin method, atoms 1 to 4: 2.23 -1.36 0.05 0.18



Entry 7:
# C2H4N2O2S

An isolated molecule of C2H4N2O2S (ωB97M-V with the def2-TZVPD basis set, the Open Molecules 2025 dataset).

ΔE to the lowest compared entry with this formula, charge and spin (eV): 4.210
HOMO (eV): -9.1
HOMO-LUMO gap (Eh): 0.2921

ORCA input file:
```
! wB97M-V def2-TZVPD RIJCOSX def2/J DEFGRID3
* xyz 0 1
O 2.44 -0.90 0.11
N 1.85 0.33 -0.07
C 0.57 0.27 -0.09
C -0.22 -0.95 0.16
S -1.79 -1.12 -0.09
N -0.09 1.45 -0.49
O -0.99 1.91 0.49
H 3.40 -0.67 0.14
H 0.38 -1.79 0.52
H 0.58 2.19 -0.61
H -1.86 1.73 0.12
*
```

Atomic partial charges in e from the Löwdin method, atoms 1 to 4: -0.06 0.05 -0.41 -0.57



Entry 8:
# C5H6O2

A cluster of 2 separate species, C5H6O2 in total (ωB97M-V with the def2-TZVPD basis set, the Open Molecules 2025 dataset).

ΔE to the lowest compared entry with this formula, charge and spin (eV): 8.383
HOMO (eV): -9.3
HOMO-LUMO gap (Eh): 0.3593

ORCA input file:
```
! wB97M-V def2-TZVPD RIJCOSX def2/J DEFGRID3
* xyz 0 1
C 2.13 -1.52 -0.86
C 2.28 -0.62 -0.09
O 2.74 0.44 0.45
O 1.94 1.60 0.57
H 1.63 -2.36 -1.34
H 2.44 2.18 1.17
C -0.91 0.07 -1.43
C -1.54 0.07 -0.38
C -2.34 -0.02 0.78
H -0.43 0.25 -2.27
H -2.99 -0.89 0.70
H -3.20 0.77 0.90
H -1.75 0.02 1.78
*
```

Atomic partial charges in e from the Löwdin method, atoms 1 to 4: 0.11 -0.26 -0.06 0.03



Entry 9:
# C29H26FN5O7Ru

A structure of composition C29H26FN5O7Ru (ωB97M-V with the def2-TZVPD basis set, the Open Molecules 2025 dataset).

ΔE to the lowest compared entry with this formula, charge and spin (eV): 1.085
HOMO (spin up / spin down) (eV): -9.9 / -9.8
HOMO-LUMO gap (spin up / spin down) (Eh): 0.2416 / 0.2376

ORCA input file:
```
! wB97M-V def2-TZVPD RIJCOSX def2/J DEFGRID3
* xyz 1 2
Ru -0.32 0.06 -0.12
O -0.74 1.42 3.63
C -0.31 1.15 2.53
O -0.93 1.31 1.39
C 1.09 0.59 2.35
C 2.11 0.52 3.27
C 3.32 -0.02 2.86
C 3.49 -0.49 1.56
C 2.42 -0.40 0.69
N 1.29 0.13 1.12
C 2.37 -0.85 -0.76
O 3.33 -1.37 -1.28
O 1.23 -0.59 -1.33
H 1.95 0.90 4.27
H 4.15 -0.08 3.56
H 4.42 -0.92 1.22
F -1.57 -2.50 6.13
C -2.00 -3.02 4.96
C -1.59 -2.44 3.79
C -1.99 -2.99 2.57
C -1.56 -2.35 1.33
O -0.76 -1.39 1.43
C -2.11 -2.88 0.13
C -2.87 -4.01 0.20
N -3.19 -4.66 1.34
C -3.99 -5.86 1.27
C -3.63 -6.90 0.26
C -3.38 -7.16 1.71
C -2.79 -4.14 2.56
C -3.22 -4.69 3.77
C -2.83 -4.14 4.98
N -3.32 -4.73 6.18
C -3.30 -3.99 7.43
C -4.13 -4.79 8.46
N -5.08 -5.66 7.69
C -4.32 -6.77 7.01
C -3.06 -6.15 6.40
C -1.94 -2.30 -1.26
O -2.36 -2.95 -2.20
O -1.40 -1.14 -1.39
H -0.98 -1.55 3.80
H -3.25 -4.43 -0.72
H -5.04 -5.70 1.47
H -2.77 -6.71 -0.37
H -4.45 -7.42 -0.23
H -2.35 -7.12 2.04
H -4.01 -7.87 2.23
H -3.90 -5.53 3.76
H -3.73 -3.01 7.27
H -2.29 -3.85 7.84
H -4.70 -4.14 9.12
H -3.52 -5.46 9.06
H -5.51 -5.09 6.96
H -5.82 -6.03 8.29
H -4.99 -7.19 6.26
H -4.11 -7.53 7.76
H -2.83 -6.64 5.46
H -2.20 -6.29 7.06
C -1.48 3.32 -3.53
C -0.75 2.19 -3.85
C -0.44 1.28 -2.85
N -0.84 1.48 -1.58
C -1.53 2.57 -1.26
C -1.89 3.51 -2.21
H -1.74 4.04 -4.29
H -0.41 2.00 -4.86
H 0.11 0.37 -3.03
H -1.80 2.67 -0.22
H -2.46 4.38 -1.92
*
```

Atomic partial charges in e from the Löwdin method, atoms 1 to 4: 1.49 0.09 -0.58 -0.16



Entry 10:
# C3H11CuN7O12

A structure of composition C3H11CuN7O12 (ωB97M-V with the def2-TZVPD basis set, the Open Molecules 2025 dataset).

HOMO (spin up / spin down) (eV): -1.3 / -1.2
HOMO-LUMO gap (spin up / spin down) (Eh): 0.1923 / 0.1908

ORCA input file:
```
! wB97M-V def2-TZVPD RIJCOSX def2/J DEFGRID3
* xyz -2 2
Cu -2.53 -0.21 -6.65
N -0.57 0.55 -3.98
O -1.52 0.36 -4.75
O -0.66 1.40 -3.20
O 0.38 -0.17 -4.12
N -0.16 -2.68 -6.66
O 0.83 -2.42 -6.02
O -1.16 -1.91 -6.74
O -0.27 -3.79 -7.26
N -4.17 -2.77 -5.03
O -5.31 -3.04 -4.76
O -3.91 -1.76 -5.56
O -3.30 -3.52 -4.74
C -0.05 0.92 -8.90
O -1.20 1.05 -8.10
H 0.41 1.87 -9.16
H 0.73 0.27 -8.50
H -0.44 0.52 -9.84
C -5.71 1.22 -6.62
O -4.48 1.27 -6.47
N -6.51 0.58 -5.82
N -6.40 1.85 -7.50
H -6.09 0.16 -5.01
H -7.51 0.70 -5.76
H -7.41 1.78 -7.41
H -5.81 2.32 -8.18
C -4.11 -1.07 -9.49
O -3.37 -0.84 -8.52
N -4.13 -2.12 -10.22
N -4.79 -0.10 -9.90
H -4.64 -1.91 -11.07
H -3.68 -3.01 -10.05
H -4.61 0.79 -9.47
H -5.43 -0.24 -10.68
*
```

Atomic partial charges in e from the Löwdin method, atoms 1 to 4: 0.67 -0.70 -0.09 -0.01



no.,energy (Ha)
1,-968.313446
2,-5104.936957
3,-1042.496589
4,-1577.306634
5,-2622.570196
6,-2430.939759
7,-736.650212
8,-344.293854
9,-2115.743444
10,-3047.142453